# 1
4 unconnected molecules or ions with the total composition C21H51N4O4P. Source: OMol25; level of theory: ωB97M-V/def2-TZVPD.

Each line ends with the Löwdin charge.
Element x y z (Å)
1 C -4.11 -0.90 0.24  -0.159
2 C -2.69 -1.50 0.23  -0.420
3 P -1.38 -0.21 0.03  1.008
4 C -1.46 0.77 1.61  -0.405
5 C -2.14 0.16 2.84  -0.146
6 C 0.13 -1.26 0.26  -0.619
7 C 0.25 -2.16 -1.00  -0.080
8 C 1.43 -0.45 0.43  -0.177
9 N 2.40 -1.49 0.86  0.083
10 C 1.67 -2.55 1.45  -0.476
11 O 2.16 -3.60 1.77  0.084
12 C 0.23 -2.12 1.53  -0.085
13 H -4.53 -0.90 1.25  0.058
14 H -4.78 -1.50 -0.38  0.068
15 H -4.12 0.12 -0.14  0.051
16 H -2.51 -2.15 1.09  0.069
17 H -2.57 -2.13 -0.66  0.068
18 H -1.95 1.71 1.34  0.061
19 H -0.42 1.02 1.87  0.053
20 H -1.67 -0.78 3.14  0.056
21 H -2.05 0.84 3.69  0.072
22 H -3.20 0.00 2.67  0.049
23 H -0.49 -1.87 -1.76  0.053
24 H 0.06 -3.21 -0.76  0.089
25 H 1.24 -2.08 -1.45  0.079
26 H 1.76 0.03 -0.49  0.110
27 H 1.34 0.32 1.20  0.104
28 H 3.11 -1.16 1.51  0.091
29 H -0.49 -2.93 1.64  0.122
30 H 0.17 -1.43 2.39  0.118
31 C 5.05 -2.51 2.94  -0.055
32 C 5.68 -1.16 2.59  -0.433
33 C 7.13 -0.98 3.05  -0.210
34 O 7.30 -0.77 4.43  -0.187
35 C 7.29 -1.93 5.24  -0.107
36 N 4.79 -0.10 3.07  0.041
37 H 4.77 -2.57 3.99  0.076
38 H 4.14 -2.64 2.37  0.032
39 H 5.72 -3.34 2.71  0.089
40 H 5.69 -1.08 1.50  0.136
41 H 7.53 -0.09 2.57  0.121
42 H 7.74 -1.84 2.72  0.121
43 H 7.77 -2.77 4.72  0.090
44 H 6.28 -2.23 5.52  0.074
45 H 7.85 -1.70 6.14  0.087
46 H 5.11 0.80 2.73  0.075
47 H 4.87 -0.04 4.08  0.074
48 C 3.67 2.83 -5.17  -0.071
49 C 4.21 2.66 -3.76  -0.437
50 C 4.22 1.22 -3.25  -0.210
51 O 2.95 0.71 -2.89  -0.203
52 C 2.14 0.25 -3.95  -0.099
53 N 3.51 3.58 -2.86  0.039
54 H 2.58 2.80 -5.19  0.065
55 H 3.97 3.80 -5.58  0.075
56 H 4.04 2.05 -5.84  0.078
57 H 5.26 2.97 -3.77  0.134
58 H 4.81 1.18 -2.34  0.121
59 H 4.70 0.55 -3.98  0.121
60 H 2.75 -0.22 -4.74  0.092
61 H 1.54 1.05 -4.39  0.078
62 H 1.46 -0.49 -3.54  0.076
63 H 3.95 3.58 -1.95  0.069
64 H 2.57 3.21 -2.70  0.070
65 C -9.04 2.30 -2.29  -0.071
66 C -9.00 0.90 -1.70  -0.437
67 C -8.48 0.83 -0.26  -0.210
68 O -7.09 1.00 -0.12  -0.200
69 C -6.63 2.34 -0.14  -0.107
70 N -8.25 0.02 -2.61  0.039
71 H -8.05 2.64 -2.60  0.065
72 H -9.68 2.32 -3.17  0.075
73 H -9.43 3.02 -1.57  0.078
74 H -10.02 0.52 -1.67  0.134
75 H -8.69 -0.17 0.12  0.122
76 H -9.02 1.54 0.38  0.121
77 H -7.34 3.01 0.34  0.091
78 H -6.43 2.69 -1.15  0.077
79 H -5.69 2.36 0.42  0.082
80 H -8.34 -0.94 -2.31  0.070
81 H -7.26 0.24 -2.53  0.069

For the total energy, the calculation gives -1692.010205 Eh. For the HOMO energy, the calculation gives -8.4 eV. As for the SMILES: CCP(CC)[C@@]1(C)CNC(=O)C1.COC[C@@H](C)N.COC[C@@H](C)N.COC[C@@H](C)N. The HOMO-LUMO gap is 9.02 eV.


# 2
3 unconnected molecules or ions with the total composition C21H51N8O6P3Si in a non-equilibrium geometry. Source: OMol25; level of theory: ωB97M-V/def2-TZVPD.

Each line ends with the Löwdin charge.
Element x y z (Å)
1 C -7.19 -0.35 -0.57  -0.026
2 C -6.43 -1.50 -1.30  -0.518
3 O -6.19 -1.35 -2.48  0.035
4 N -6.03 -2.74 -0.69  -0.147
5 C -5.03 -3.42 -1.56  -0.121
6 Si -5.48 -2.56 1.00  0.647
7 C -3.79 -3.35 1.37  -0.309
8 P -2.92 -2.52 2.80  0.485
9 O -3.90 -1.97 3.78  -0.316
10 O -1.85 -3.60 3.43  -0.149
11 O -2.02 -1.21 2.23  -0.155
12 C -6.81 -3.21 2.17  -0.217
13 C -8.26 -3.15 1.88  -0.053
14 C -9.15 -3.68 2.89  -0.172
15 N -8.87 -4.21 4.10  0.035
16 C -7.55 -4.29 4.40  -0.131
17 C -6.55 -3.83 3.47  -0.075
18 H -8.19 -0.71 -0.22  0.081
19 H -6.61 0.16 0.23  0.059
20 H -7.41 0.43 -1.34  0.091
21 H -5.57 -3.79 -2.46  0.099
22 H -4.62 -4.35 -1.06  0.083
23 H -4.19 -2.73 -1.84  0.094
24 H -5.36 -1.12 1.26  0.020
25 H -3.08 -3.28 0.50  0.060
26 H -3.93 -4.44 1.61  0.070
27 H -2.26 -4.47 3.59  0.081
28 H -2.42 -0.99 1.36  0.064
29 H -8.64 -2.74 0.91  0.087
30 H -10.24 -3.64 2.63  0.105
31 H -7.24 -4.72 5.37  0.108
32 H -5.48 -3.94 3.78  0.075
33 O -0.90 -0.61 -1.64  -0.327
34 P -0.07 0.32 -2.55  0.766
35 N 0.17 1.49 -1.31  -0.310
36 C 0.33 2.92 -1.50  -0.140
37 C 1.09 1.06 -0.25  -0.146
38 N -1.49 0.75 -3.46  -0.364
39 C -2.53 1.55 -2.83  -0.125
40 C -2.10 -0.39 -4.13  -0.147
41 N 0.88 1.36 -3.65  -0.292
42 C 0.35 1.94 -4.88  -0.130
43 C 2.17 0.72 -3.97  -0.138
44 H 1.36 3.19 -1.79  0.080
45 H 0.09 3.45 -0.58  0.086
46 H -0.34 3.32 -2.26  0.054
47 H 2.14 1.11 -0.59  0.064
48 H 0.89 0.03 0.05  0.072
49 H 0.98 1.67 0.65  0.078
50 H -2.84 1.13 -1.86  0.080
51 H -3.41 1.62 -3.47  0.083
52 H -2.20 2.58 -2.67  0.057
53 H -2.70 -1.00 -3.44  0.066
54 H -1.34 -1.03 -4.58  0.074
55 H -2.75 -0.06 -4.94  0.082
56 H 0.03 1.19 -5.60  0.084
57 H 1.12 2.56 -5.36  0.086
58 H -0.48 2.62 -4.68  0.074
59 H 2.04 -0.15 -4.63  0.078
60 H 2.66 0.36 -3.05  0.077
61 H 2.86 1.42 -4.44  0.079
62 O 5.05 0.76 -0.07  -0.310
63 P 5.90 1.75 0.72  0.746
64 N 7.40 0.94 0.44  -0.313
65 C 8.55 0.96 1.32  -0.140
66 C 7.86 1.00 -0.95  -0.143
67 N 5.26 1.24 2.25  -0.359
68 C 5.62 -0.08 2.77  -0.124
69 C 3.81 1.40 2.32  -0.153
70 N 6.78 3.07 1.56  -0.294
71 C 6.55 3.43 2.96  -0.129
72 C 6.74 4.30 0.75  -0.143
73 H 9.16 1.86 1.19  0.079
74 H 9.19 0.09 1.11  0.087
75 H 8.28 0.90 2.37  0.056
76 H 8.28 1.99 -1.18  0.072
77 H 7.04 0.82 -1.64  0.068
78 H 8.62 0.24 -1.14  0.081
79 H 5.47 -0.87 2.03  0.087
80 H 5.02 -0.32 3.65  0.082
81 H 6.65 -0.10 3.10  0.057
82 H 3.27 0.60 1.79  0.071
83 H 3.51 2.36 1.89  0.074
84 H 3.47 1.40 3.36  0.084
85 H 5.52 3.76 3.14  0.083
86 H 7.22 4.24 3.24  0.086
87 H 6.79 2.60 3.63  0.075
88 H 5.73 4.74 0.74  0.079
89 H 7.01 4.08 -0.29  0.073
90 H 7.45 5.04 1.12  0.080

For the total energy, the calculation gives -3033.700807 Eh. For the HOMO energy, the calculation gives -8.0 eV. As for the SMILES: CC(=O)N(C)[Si@H](CP(=O)(O)O)c1ccncc1.CN(C)P(=O)(N(C)C)N(C)C.CN(C)P(=O)(N(C)C)N(C)C. The HOMO-LUMO gap is 6.99 eV.


# 3
A molecular structure, C21H52ClO8 in a non-equilibrium geometry. Source: OMol25; level of theory: ωB97M-V/def2-TZVPD.

Each line ends with the Löwdin charge.
Element x y z (Å)
1 Cl 2.47 2.76 70.65  0.850
2 C 2.97 0.33 77.06  -0.114
3 C 2.88 0.93 75.57  -0.171
4 C 2.66 2.43 75.51  -0.329
5 C 2.61 2.92 74.32  -0.300
6 C 3.76 2.89 73.27  -0.105
7 H 3.92 0.74 77.72  0.116
8 H 2.98 -0.76 77.00  0.035
9 H 2.03 0.50 77.61  0.044
10 H 2.18 0.37 74.99  0.098
11 H 3.88 0.79 75.21  0.091
12 H 3.40 2.91 75.86  0.077
13 H 1.90 2.71 75.97  0.059
14 H 2.23 4.04 74.22  0.163
15 H 1.78 2.57 73.66  0.105
16 H 3.41 3.44 72.47  -0.019
17 H 3.96 1.93 72.73  0.138
18 H 4.64 3.52 73.63  0.138
19 C 1.83 2.63 65.52  -0.095
20 O 2.74 1.65 65.90  -0.118
21 C 2.74 1.66 67.26  -0.363
22 C 3.61 0.68 67.72  -0.261
23 O 3.81 0.70 69.12  -0.176
24 C 4.79 -0.26 69.46  -0.138
25 H 1.06 2.43 66.11  0.017
26 H 1.52 2.46 64.52  0.078
27 H 2.17 3.80 65.87  0.147
28 H 1.89 1.70 67.89  0.056
29 H 3.15 2.68 67.64  0.124
30 H 4.57 0.96 67.16  0.154
31 H 3.34 -0.27 67.17  0.152
32 H 5.73 -0.09 68.92  0.079
33 H 4.60 -1.37 69.40  0.092
34 H 5.23 -0.11 70.51  0.090
35 C 8.68 3.33 73.39  -0.038
36 O 7.48 3.50 72.57  -0.228
37 C 6.67 4.62 72.82  -0.169
38 C 5.67 4.64 71.94  -0.338
39 O 4.95 3.53 72.05  -0.328
40 C 3.95 3.47 71.05  -0.895
41 H 8.92 2.27 73.42  0.078
42 H 8.19 3.38 74.48  0.112
43 H 9.60 4.02 73.36  0.096
44 H 7.42 5.53 72.90  0.171
45 H 6.40 4.42 73.95  0.157
46 H 6.02 5.06 71.14  0.045
47 H 5.02 5.50 72.29  0.202
48 H 3.76 2.43 71.21  -0.078
49 H 4.57 3.33 70.04  0.008
50 H 3.13 4.20 71.32  0.073
51 C 6.70 2.33 71.34  -0.004
52 O 5.57 2.82 70.55  -0.209
53 C 5.74 4.08 69.89  -0.162
54 C 4.64 4.11 69.05  -0.312
55 O 4.74 5.25 68.20  -0.167
56 C 3.70 5.34 67.33  -0.162
57 H 6.70 3.01 72.19  -0.142
58 H 7.58 2.44 70.95  0.056
59 H 6.44 1.38 71.69  0.090
60 H 6.77 4.01 69.28  0.221
61 H 5.74 4.82 70.56  -0.029
62 H 3.70 4.29 69.53  0.089
63 H 4.66 3.32 68.34  0.140
64 H 3.91 6.28 66.58  0.130
65 H 2.88 5.53 67.94  0.055
66 H 3.57 4.47 66.59  0.066
67 C -0.14 2.36 68.59  -0.160
68 O -0.16 2.31 69.98  -0.232
69 C -0.30 0.98 70.55  -0.298
70 C -0.74 1.14 71.75  -0.276
71 O -1.01 -0.10 72.39  -0.169
72 C -1.68 -0.08 73.54  -0.195
73 H -1.08 2.28 68.11  0.076
74 H 0.47 1.51 68.15  0.094
75 H 0.17 3.26 68.28  0.040
76 H 0.62 0.48 70.52  0.120
77 H -0.97 0.34 69.99  0.145
78 H -1.69 1.89 71.68  0.195
79 H 0.01 1.58 72.42  0.129
80 H -2.80 -0.02 73.37  0.102
81 H -1.20 0.45 74.44  0.116
82 H -1.66 -1.15 73.72  0.076

Its charge is -1. For the total energy, the calculation gives -1891.429237 Eh. For the HOMO energy, the calculation gives -0.7 eV. The HOMO-LUMO gap is 3.40 eV.


# 4
7 unconnected molecules or ions with the total composition C21H53B3F12N5O3 in a non-equilibrium geometry. Source: OMol25; level of theory: ωB97M-V/def2-TZVPD.

Each line ends with the Löwdin charge.
Element x y z (Å)
1 C -2.64 2.60 2.80  -0.040
2 C -1.51 1.67 2.35  -0.164
3 N -0.85 0.90 3.41  0.023
4 C 0.12 -0.05 3.26  -0.013
5 C 0.51 -0.46 4.47  -0.013
6 N -0.21 0.27 5.40  -0.093
7 C -1.14 0.95 4.72  -0.013
8 C -0.14 0.20 6.86  0.021
9 H -2.22 3.40 3.41  0.089
10 H -3.33 2.07 3.45  0.070
11 H -3.08 2.97 1.88  0.065
12 H -0.70 2.18 1.82  0.096
13 H -1.92 0.97 1.61  0.101
14 H 0.45 -0.38 2.28  0.106
15 H 1.22 -1.19 4.79  0.128
16 H -1.79 1.68 5.17  0.159
17 H 0.91 0.11 7.14  0.100
18 H -0.73 -0.65 7.18  0.100
19 H -0.55 1.13 7.25  0.099
20 C -4.48 0.03 -1.02  0.004
21 N -5.31 1.25 -0.94  -0.327
22 C -4.42 2.40 -0.56  0.029
23 C -6.03 1.54 -2.24  0.029
24 C -6.41 1.17 0.09  -0.087
25 C -5.71 0.83 1.39  -0.203
26 O -5.08 -0.45 1.37  -0.091
27 H -3.81 0.02 -1.88  0.116
28 H -5.17 -0.82 -0.97  0.118
29 H -3.91 -0.11 -0.11  0.080
30 H -3.80 2.11 0.28  0.061
31 H -5.03 3.30 -0.49  0.121
32 H -3.70 2.55 -1.37  0.115
33 H -6.84 0.82 -2.36  0.106
34 H -5.33 1.24 -3.02  0.081
35 H -6.33 2.57 -2.26  0.114
36 H -7.05 0.34 -0.20  0.139
37 H -6.93 2.12 0.07  0.143
38 H -6.40 0.69 2.23  0.135
39 H -4.97 1.62 1.53  0.083
40 H -4.78 -0.73 2.23  0.104
41 C 0.59 -1.77 -4.36  0.019
42 N 1.46 -2.89 -3.92  -0.349
43 C 2.24 -2.43 -2.73  -0.001
44 C 0.62 -4.09 -3.60  0.032
45 C 2.32 -3.23 -5.13  -0.093
46 C 3.50 -4.12 -4.83  -0.223
47 O 4.51 -3.30 -4.26  -0.062
48 H -0.11 -1.51 -3.57  0.106
49 H -0.06 -2.06 -5.18  0.122
50 H 1.23 -0.93 -4.62  0.123
51 H 2.81 -1.56 -3.04  0.118
52 H 2.86 -3.23 -2.34  0.090
53 H 1.62 -2.14 -1.89  0.107
54 H 1.28 -4.90 -3.30  0.099
55 H 0.05 -4.33 -4.49  0.113
56 H 0.04 -3.86 -2.71  0.121
57 H 2.66 -2.33 -5.62  0.146
58 H 1.63 -3.71 -5.82  0.139
59 H 3.88 -4.65 -5.71  0.134
60 H 3.23 -4.94 -4.15  0.116
61 H 5.20 -3.86 -3.88  0.100
62 C 5.08 1.57 2.04  0.017
63 N 4.53 0.46 1.16  -0.336
64 C 3.04 0.62 1.12  0.029
65 C 5.11 0.70 -0.20  0.011
66 C 5.07 -0.82 1.71  -0.107
67 C 4.44 -2.07 1.10  -0.201
68 O 4.38 -2.03 -0.33  -0.066
69 H 6.15 1.39 2.11  0.113
70 H 4.57 1.46 3.00  0.102
71 H 4.78 2.54 1.68  0.115
72 H 2.92 1.62 0.70  0.123
73 H 2.60 0.70 2.11  0.096
74 H 2.59 -0.15 0.51  0.102
75 H 6.15 0.40 -0.26  0.113
76 H 5.08 1.77 -0.38  0.114
77 H 4.51 0.17 -0.94  0.094
78 H 4.91 -0.81 2.79  0.141
79 H 6.14 -0.85 1.57  0.134
80 H 3.48 -2.24 1.61  0.123
81 H 5.04 -2.96 1.33  0.131
82 H 4.70 -2.88 -0.63  0.089
83 B -0.75 -0.19 -0.15  -1.235
84 F -0.13 -0.28 -1.39  0.119
85 F -1.21 -1.51 0.14  0.076
86 F 0.17 0.19 0.84  0.077
87 F -1.77 0.77 -0.20  0.112
88 B -2.41 1.97 -3.92  -1.215
89 F -3.78 1.61 -3.74  0.044
90 F -2.14 3.28 -3.48  0.093
91 F -1.58 1.08 -3.24  0.111
92 F -2.14 1.93 -5.31  0.066
93 B 1.58 3.50 2.54  -1.186
94 F 2.80 2.92 3.03  0.059
95 F 0.56 2.55 2.36  0.088
96 F 1.18 4.46 3.49  0.097
97 F 1.88 4.14 1.33  0.114

Its charge is +1. For the total energy, the calculation gives -2604.666639 Eh. For the HOMO energy, the calculation gives -11.8 eV. The HOMO-LUMO gap is 9.22 eV.


# 5
A molecular structure, C21H53FInN4S. Source: OMol25; level of theory: ωB97M-V/def2-TZVPD.

Each line ends with the Löwdin charge.
Element x y z (Å)
1 C 2.89 -2.83 7.62  -0.069
2 C 2.06 -2.15 6.54  -0.622
3 N 1.97 -2.68 5.38  0.094
4 C 1.38 -0.94 6.97  -0.233
5 In -0.45 -1.64 8.11  0.441
6 F -2.04 -0.51 7.52  -0.572
7 S -0.85 -4.03 7.50  0.137
8 H 3.35 -2.08 8.26  0.068
9 H 3.64 -3.45 7.14  0.065
10 H 2.24 -3.45 8.22  0.056
11 H 2.54 -3.52 5.37  0.029
12 H 2.05 -0.41 7.65  0.033
13 H 1.12 -0.29 6.15  0.024
14 H -0.10 -1.56 9.84  -0.102
15 H -0.42 -4.18 6.24  -0.303
16 C 2.69 -1.33 1.46  -0.090
17 C 1.65 -0.65 2.34  -0.271
18 N 1.52 0.78 2.10  -0.196
19 C 0.70 1.42 3.11  -0.246
20 C -0.78 1.02 3.20  -0.078
21 C 1.26 1.18 0.73  -0.250
22 C 0.01 0.62 0.04  -0.083
23 H 3.67 -0.87 1.58  0.075
24 H 2.77 -2.38 1.74  0.071
25 H 2.42 -1.30 0.40  0.054
26 H 1.95 -0.79 3.38  0.098
27 H 0.69 -1.18 2.22  0.102
28 H 0.77 2.50 3.00  0.109
29 H 1.17 1.21 4.08  0.101
30 H -1.37 1.49 2.41  0.051
31 H -1.19 1.37 4.15  0.075
32 H -0.93 -0.06 3.16  0.070
33 H 2.13 0.90 0.13  0.101
34 H 1.24 2.27 0.68  0.108
35 H -0.14 -0.44 0.25  0.062
36 H 0.11 0.72 -1.04  0.043
37 H -0.89 1.15 0.33  0.059
38 C -2.00 -3.63 -5.42  -0.095
39 C -1.72 -3.97 -3.96  -0.278
40 N -1.01 -2.92 -3.25  -0.196
41 C -0.52 -3.35 -1.95  -0.245
42 C -1.55 -3.71 -0.87  -0.081
43 C -1.62 -1.61 -3.29  -0.249
44 C -3.04 -1.46 -2.74  -0.079
45 H -1.08 -3.40 -5.96  0.078
46 H -2.48 -4.48 -5.91  0.070
47 H -2.68 -2.78 -5.51  0.062
48 H -1.09 -4.87 -3.95  0.117
49 H -2.66 -4.24 -3.47  0.100
50 H 0.14 -2.57 -1.55  0.104
51 H 0.13 -4.22 -2.11  0.109
52 H -2.01 -2.83 -0.43  0.054
53 H -1.05 -4.24 -0.05  0.074
54 H -2.33 -4.37 -1.25  0.064
55 H -1.62 -1.26 -4.33  0.098
56 H -0.96 -0.90 -2.78  0.099
57 H -3.69 -2.28 -3.04  0.066
58 H -3.48 -0.53 -3.12  0.068
59 H -3.05 -1.39 -1.65  0.056
60 C 0.12 5.61 -1.69  -0.088
61 C 0.18 5.42 -3.20  -0.278
62 N 0.83 4.19 -3.60  -0.197
63 C 1.10 4.13 -5.03  -0.252
64 C -0.09 4.09 -5.99  -0.089
65 C 0.31 2.97 -3.01  -0.246
66 C -1.17 2.64 -3.25  -0.076
67 H 1.12 5.58 -1.26  0.080
68 H -0.33 6.58 -1.46  0.072
69 H -0.49 4.85 -1.20  0.065
70 H 0.74 6.26 -3.62  0.116
71 H -0.85 5.50 -3.60  0.099
72 H 1.74 3.27 -5.22  0.111
73 H 1.72 5.00 -5.28  0.107
74 H -0.56 3.11 -6.02  0.054
75 H 0.26 4.30 -7.01  0.068
76 H -0.85 4.84 -5.75  0.064
77 H 0.48 3.02 -1.93  0.088
78 H 0.92 2.13 -3.34  0.117
79 H -1.81 3.51 -3.16  0.069
80 H -1.50 1.91 -2.51  0.057
81 H -1.33 2.19 -4.23  0.054

Its charge is -1. For the total energy, the calculation gives -1739.169073 Eh. For the HOMO energy, the calculation gives -5.2 eV. The HOMO-LUMO gap is 7.34 eV. Its energy above the lowest of the compared OMol25 structures with the same formula, charge and spin is 0.0 kJ/mol.